Entry 1:
10
Properties=species:S:1:pos:R:3:forces:R:3:lowdin_charge:R:1 method="wB97M-V/def2-TZVPD" e_tot_ev=-32192.2721 e_homo_ev="-7.89 / -7.89" de_lowest_kcal_mol=143.5 homo_lumo_gap_ev="6.872 / 6.880"
C -0.6740 2.4008 -1.4997 0.87 0.21 1.32 -0.1182
C 1.3173 1.1325 -1.4584 -3.59 -0.56 0.73 -0.4985
C -1.3089 1.5012 -0.6794 -1.00 0.29 -1.30 -0.9028
N 0.6651 0.2868 -0.6647 1.72 -0.26 0.47 -0.0933
N -0.6698 0.3855 -0.2038 1.19 0.95 -2.47 0.0054
F -1.0614 3.0434 -2.5436 0.32 -0.59 -0.17 0.1128
S -2.8759 1.8763 -0.1581 0.43 0.06 -0.02 0.5847
Cl 2.8708 0.5214 -1.8113 0.19 0.23 -0.09 0.6605
H 1.1847 -0.5676 -0.4110 -0.80 0.31 0.25 0.1323
H -0.9359 0.2326 0.7382 0.66 -0.63 1.30 0.1170

Entry 2:
9
Properties=species:S:1:pos:R:3:forces:R:3:lowdin_charge:R:1 method="wB97M-V/def2-TZVPD" total_charge=+1 e_tot_ev=-10342.7043 e_homo_ev="-14.86 / -14.86" de_lowest_kcal_mol=50.6 homo_lumo_gap_ev="7.444 / 7.444"
F -2.2204 1.1133 -0.1291 1.58 0.94 -0.80 0.1328
O 1.9538 -0.5295 -0.1496 0.49 2.40 0.54 0.0877
O 0.2076 1.4841 0.0491 3.76 1.44 1.10 -0.1029
C 0.8120 -0.9077 0.2019 -2.20 -0.36 -1.44 -0.0799
C -1.1610 0.3640 -0.4054 -3.44 -6.03 4.28 -0.0971
C -0.2014 0.0649 0.5188 1.13 2.53 -1.83 -0.1167
H 0.4914 -1.9293 -0.0555 0.29 0.03 0.81 0.1786
H -1.5129 -0.7553 0.1381 -1.36 -0.15 -2.52 0.2584
Be 1.6308 1.0955 -0.1682 -0.27 -0.79 -0.13 0.7390

Entry 3:
86
Properties=species:S:1:pos:R:3:forces:R:3:lowdin_charge:R:1 method="wB97M-V/def2-TZVPD" total_charge=+2 e_tot_ev=-95758.9465 e_homo_ev=-13.09 de_lowest_kcal_mol=55.8 homo_lumo_gap_ev=6.382
Zr -0.1197 1.0474 -1.1569 -0.49 0.33 0.09 1.6454
O -2.0525 1.8979 2.8810 0.00 0.02 -0.03 0.2128
C -1.7335 1.8455 1.6222 -0.02 0.01 -0.02 -0.4412
O -0.6996 1.3485 1.1850 0.05 0.00 0.07 -0.1566
C -2.6885 2.4237 0.6556 0.01 0.01 0.02 -0.1682
C -3.8840 3.0506 0.9316 0.01 -0.01 0.00 0.0655
C -4.6250 3.5311 -0.1493 -0.01 0.00 -0.01 0.0274
C -4.1383 3.3713 -1.4360 -0.01 -0.01 0.00 0.0724
C -2.9181 2.7300 -1.6007 -0.01 0.00 -0.02 -0.1452
N -2.2180 2.2607 -0.5834 0.00 0.04 0.12 0.0703
C -2.2248 2.4977 -2.9156 0.06 0.03 0.03 -0.4979
O -2.7043 2.7549 -3.9745 0.02 0.01 -0.02 0.1911
O -1.0178 1.9810 -2.6946 -0.03 -0.13 -0.10 -0.2552
H -1.4248 1.3781 3.4192 0.00 0.00 0.01 0.1545
H -4.2220 3.1643 1.9521 0.00 0.00 0.00 0.1402
H -5.5692 4.0305 0.0209 0.00 0.00 0.00 0.1343
H -4.6671 3.7302 -2.3085 0.00 0.00 0.00 0.1445
C 2.3634 -2.2884 0.3650 0.01 0.03 0.06 -0.2821
C 2.8445 -0.8809 -0.0118 -0.06 -0.03 -0.03 -0.3689
P 2.3892 0.4585 1.2077 0.24 -0.39 -0.35 1.0657
C 3.9201 0.4919 2.2041 -0.15 0.26 0.24 -0.3756
C 4.7342 -0.6248 2.3694 0.03 0.01 0.00 -0.0912
C 5.8463 -0.5614 3.2001 0.00 -0.02 -0.01 -0.0612
C 6.1527 0.6106 3.8715 0.00 0.02 0.01 -0.0612
C 5.3396 1.7269 3.7196 0.01 -0.02 0.00 -0.0633
C 4.2250 1.6640 2.9011 -0.02 -0.02 -0.02 -0.0989
C 2.5812 1.9800 0.1803 0.36 -0.23 0.28 -0.4702
C 1.5537 2.9320 0.1689 -0.09 0.15 -0.40 -0.2101
C 1.6649 4.0896 -0.6233 -0.07 -0.07 0.11 -0.0639
C 2.8148 4.3133 -1.3497 0.10 -0.04 -0.01 -0.0483
C 3.8651 3.3920 -1.2910 -0.04 0.06 -0.06 -0.0500
C 3.7469 2.2303 -0.5493 -0.11 0.14 0.03 -0.1288
C 0.8944 -2.6091 0.0436 -0.02 0.00 -0.04 -0.3120
P -0.3943 -1.3686 0.4399 0.11 -0.04 0.00 1.0116
C -0.5964 -1.3528 2.2648 -0.04 -0.01 0.01 -0.3380
C 0.4765 -1.5017 3.1446 -0.02 0.01 -0.02 -0.0978
C 0.2834 -1.4632 4.5176 0.00 0.01 0.00 -0.0478
C -0.9864 -1.2693 5.0414 0.00 0.00 0.01 -0.0557
C -2.0668 -1.1367 4.1800 0.00 0.00 0.00 -0.0714
C -1.8739 -1.1852 2.8055 0.01 -0.02 -0.01 -0.1073
C -1.9642 -2.1277 -0.0604 -0.06 0.04 0.04 -0.4087
C -2.1770 -3.5024 -0.1088 0.02 -0.01 0.00 -0.0609
C -3.4233 -4.0013 -0.4615 0.02 -0.01 0.00 -0.0402
C -4.4721 -3.1366 -0.7457 -0.01 0.00 0.00 -0.0472
C -4.2770 -1.7637 -0.6825 0.01 0.00 0.01 -0.0581
C -3.0263 -1.2685 -0.3474 0.00 -0.03 0.03 -0.1499
H 2.5651 -2.5099 1.4122 0.01 0.01 0.00 0.0820
H 2.9621 -3.0081 -0.1967 0.00 -0.01 0.00 0.1239
H 2.4251 -0.6194 -0.9834 0.00 -0.02 -0.01 0.0051
H 3.9263 -0.8856 -0.1572 0.00 0.02 0.01 0.0884
H 4.5291 -1.5523 1.8520 0.00 0.00 0.00 0.0917
H 6.4762 -1.4335 3.3143 0.00 0.00 0.00 0.1142
H 7.0230 0.6565 4.5119 0.00 0.00 0.00 0.1147
H 5.5749 2.6449 4.2411 0.00 0.00 0.00 0.1134
H 3.5956 2.5405 2.7915 0.00 0.00 0.01 0.1054
H 0.7362 2.8560 0.8709 0.04 -0.01 0.08 0.0806
H 0.8688 4.8235 -0.6175 0.01 0.01 -0.01 0.1193
H 2.9186 5.2090 -1.9466 -0.01 0.00 0.00 0.1241
H 4.7752 3.5891 -1.8427 0.00 -0.02 0.00 0.1271
H 4.5547 1.5095 -0.5368 0.03 0.03 0.05 0.1259
H 0.6172 -3.5440 0.5336 0.01 -0.01 -0.01 0.0918
H 0.7829 -2.7629 -1.0351 0.00 0.01 0.00 0.0922
H 1.4791 -1.6492 2.7789 0.01 -0.01 -0.01 0.0628
H 1.1313 -1.5898 5.1775 0.00 0.00 0.00 0.1188
H -1.1365 -1.2433 6.1124 0.00 0.00 0.00 0.1179
H -3.0671 -1.0161 4.5750 0.00 0.00 0.00 0.1188
H -2.7399 -1.1088 2.1606 0.00 -0.01 0.00 0.1022
H -1.3788 -4.1964 0.1180 -0.01 0.00 0.00 0.1095
H -3.5763 -5.0712 -0.5083 0.00 0.00 0.00 0.1209
H -5.4421 -3.5329 -1.0146 0.00 0.00 0.00 0.1198
H -5.0915 -1.0872 -0.9056 0.00 0.00 0.00 0.1167
H -2.8772 -0.1931 -0.3147 -0.01 0.02 0.00 0.0786
S 1.9004 1.1744 -2.6392 0.01 -0.06 -0.09 0.7409
C 0.8644 0.0992 -3.5069 0.06 0.00 0.17 -1.0834
N -0.0806 -0.5308 -2.8259 0.03 -0.09 0.00 -0.1330
C -0.9007 -1.2746 -3.7020 0.00 0.04 -0.05 -0.2672
C -1.9824 -2.0919 -3.3874 -0.02 -0.02 0.01 -0.0044
C -2.6336 -2.7595 -4.4067 0.00 0.01 -0.01 -0.0459
C -2.2248 -2.6412 -5.7360 0.01 0.00 -0.01 -0.0510
C -1.1434 -1.8499 -6.0654 -0.01 0.00 0.02 -0.0602
C -0.4981 -1.1716 -5.0388 0.00 -0.01 -0.03 -0.4382
S 0.8799 -0.1260 -5.1885 0.00 0.00 -0.04 1.1578
H -2.3053 -2.2185 -2.3700 0.02 0.00 -0.08 0.0604
H -3.4750 -3.3944 -4.1634 0.00 0.00 0.00 0.1137
H -2.7536 -3.1757 -6.5128 0.00 0.00 0.00 0.1193
H -0.8105 -1.7547 -7.0898 0.00 0.00 0.00 0.1222

Entry 4:
16
Properties=species:S:1:pos:R:3:forces:R:3:lowdin_charge:R:1 method="wB97M-V/def2-TZVPD" e_tot_ev=-10335.3642 e_homo_ev=-9.14 de_lowest_kcal_mol=169.8 homo_lumo_gap_ev=9.928
C -2.1877 -0.6150 -0.2328 -0.80 -2.75 0.43 -0.1435
C 0.1477 1.7994 -0.1483 1.73 2.76 0.39 -0.1521
C 1.1460 0.8327 0.3182 -3.62 -1.36 0.39 -0.3562
C 1.8037 -1.0491 0.1372 -0.77 2.26 -0.45 0.0073
C 0.3544 -0.5581 -0.0546 0.38 3.91 1.46 -0.1572
H -2.5345 -1.6218 0.3975 1.15 2.01 -2.32 0.1254
H -3.0707 0.0413 0.0078 1.28 -0.25 -0.76 0.0758
H -1.8878 -0.7136 -1.3675 -1.57 -0.32 1.84 0.1085
H 0.2537 2.9375 -0.2465 -0.04 -1.81 -0.17 0.1466
H 1.0231 0.9813 1.5284 1.67 -0.70 -2.41 0.2085
H 2.1409 -1.8963 -0.3562 0.66 -1.13 -1.90 0.0917
H 2.1197 -1.1592 1.1005 1.05 0.39 2.81 0.0762
H 0.4523 -0.6252 -1.0917 -1.24 0.51 -2.32 0.1100
N -0.9941 -0.1277 0.3967 1.13 1.91 0.81 -0.1727
N -0.9929 1.3553 0.0393 -2.93 -2.16 0.27 0.0742
O 2.2262 0.4185 -0.4279 1.91 -3.27 1.95 -0.0425

Entry 5:
28
Properties=species:S:1:pos:R:3:forces:R:3:lowdin_charge:R:1 method="wB97M-V/def2-TZVPD" e_tot_ev=-19539.9127 e_homo_ev=-8.14 de_lowest_kcal_mol=106.5 homo_lumo_gap_ev=8.505
C -3.3379 -1.9711 0.1638 4.90 2.65 0.82 -0.0700
C -2.1710 -2.0729 1.0054 -2.81 -2.76 0.43 -0.0972
C -3.3338 -0.9062 -0.6867 -2.10 0.24 -1.38 -0.0976
C -1.1824 -1.1629 0.9652 1.88 1.70 1.20 -0.1350
C -2.3206 0.0665 -0.7283 -0.73 -0.75 0.84 -0.1239
C -1.2680 0.0155 0.1439 1.24 -1.18 0.75 -0.3318
C 2.5054 0.4275 2.7728 -1.34 0.25 -0.01 -0.0726
C 2.2644 0.1735 1.4952 -2.54 2.63 0.14 -0.2669
C 2.9083 -0.7001 0.5436 1.45 -0.99 0.63 -0.1674
C 0.7975 1.0489 -2.5091 0.03 0.36 -2.63 -0.2126
C 0.6391 2.0593 -1.3898 0.59 1.90 -0.62 -0.4296
Si 0.0375 1.3978 0.2805 1.17 -0.05 0.94 0.8552
H -4.0922 -2.6295 0.1438 -2.54 -2.41 0.25 0.0585
H -2.1930 -2.9438 1.7385 0.49 1.27 -0.98 0.1235
H -4.2785 -0.8404 -1.3104 1.46 0.38 0.41 0.1239
H -0.3422 -1.2644 1.7236 -0.96 0.23 -1.20 0.1102
H -2.4461 0.9139 -1.3280 -0.23 1.09 -1.07 0.0831
H 1.8395 1.0509 3.4081 0.63 -0.37 -0.69 0.0520
H 3.2717 -0.1066 3.3060 0.56 -0.17 0.11 0.0438
H 2.1985 -1.4446 0.2814 -0.59 -0.66 -0.98 0.0596
H 3.7452 -1.2635 0.9836 -0.11 -0.02 0.57 0.0835
H 3.4283 -0.2493 -0.2754 -0.46 0.63 -0.90 0.0670
H 1.3240 0.1618 -2.3294 1.15 -1.26 1.21 0.0194
H -0.1870 0.6003 -2.8091 0.65 0.92 -0.14 0.0708
H 1.4193 1.4262 -3.4412 -1.74 -0.24 1.62 0.1085
H -0.1327 2.7992 -1.7738 0.59 -0.68 0.69 0.0714
H 1.5781 2.7504 -1.2958 -1.49 -1.45 0.16 0.0953
H -0.6716 2.6636 0.9215 0.87 -1.26 -0.15 -0.0210